The ion C14H28BO7 with charge -1, computed with ωB97M-V with the def2-TZVPD basis set.

Calculated values
Charge: -1
Maximum force (eV Å⁻¹): 0.72
Energy relative to the best compared isomer or geometry (same formula, charge and spin) (eV): 0.000
HOMO-LUMO gap (eV): 6.80
LUMO level (eV): 2.9
Calculated total energy (Ha): -1101.83440
HOMO (eV): -3.86

Last column: natural (NBO) charge in e.
Geometry (Å):
C1 1.66702 4.52370 0.16440  -0.650
C2 0.67203 3.67263 -0.62751  -0.066
O1 -0.60730 3.58402 -0.02851  -0.545
C3 -0.59352 2.88464 1.20303  -0.109
C4 -2.00449 2.75702 1.74601  -0.070
O2 -2.72688 1.71210 1.14467  -0.542
C5 -3.22808 1.98720 -0.15372  -0.097
C6 -4.33480 1.00359 -0.48370  -0.071
O3 -3.88809 -0.27030 -0.87784  -0.544
C7 -3.35268 -1.10564 0.16288  -0.076
C8 -1.82793 -1.11833 0.24062  0.041
C9 -1.05004 -0.77110 -1.00816  -0.078
O4 0.27115 -1.04697 -0.58316  -0.754
B1 0.11447 -2.37770 0.11609  0.659
C10 1.14002 -2.52054 1.37595  -0.705
C11 2.51232 -1.86317 1.11235  -0.421
C12 3.61082 -2.86307 0.79768  -0.067
O5 3.35292 -3.53985 -0.44391  -0.505
C13 3.68881 -2.90406 -1.55911  0.809
C14 3.18292 -3.63560 -2.76836  -0.715
O6 4.33593 -1.89316 -1.59660  -0.627
O7 -1.36051 -2.42788 0.50356  -0.742
H1 2.37478 4.99656 -0.52239  0.210
H2 2.25556 3.93306 0.87010  0.209
H3 1.14338 5.31334 0.70988  0.208
H4 0.50538 4.12333 -1.60910  0.178
H5 1.07775 2.66525 -0.79781  0.185
H6 -0.18846 1.87019 1.06688  0.203
H7 0.03073 3.41170 1.94120  0.158
H8 -1.93360 2.50528 2.80887  0.188
H9 -2.53734 3.71625 1.65487  0.162
H10 -3.60853 3.02033 -0.19217  0.159
H11 -2.43151 1.90294 -0.89980  0.193
H12 -4.89913 1.40523 -1.33405  0.177
H13 -5.02668 0.94219 0.37247  0.159
H14 -3.67383 -2.12652 -0.06423  0.192
H15 -3.79283 -0.80672 1.12179  0.163
H16 -1.47182 -0.47936 1.06173  0.153
H17 -1.13291 0.25496 -1.37872  0.154
H18 -1.31082 -1.50311 -1.78987  0.159
H19 0.31111 -3.30826 -0.72061  -0.175
H20 1.28871 -3.59415 1.55736  0.188
H21 0.69707 -2.09034 2.28414  0.192
H22 2.86278 -1.31246 1.99762  0.183
H23 2.44997 -1.13925 0.29408  0.230
H24 3.62319 -3.65513 1.55194  0.174
H25 4.60122 -2.39770 0.77372  0.181
H26 3.03589 -2.91806 -3.57470  0.227
H27 3.92794 -4.37247 -3.08093  0.217
H28 2.24790 -4.14463 -2.53897  0.251